No. 1
The following is a DFT calculation (ωB97M-V with the def2-TZVPD basis set) of a structure of composition C35H30CsF6N3O3P2 at a distorted geometry.

```
! RIJCOSX wB97M-V def2-TZVPD def2/J DEFGRID3
* xyz -1 2
H 2.798 -5.604 5.030
C 1.309 -5.516 1.992
Cs 0.811 -0.337 -0.672
H 3.270 -0.428 4.762
C 1.312 -4.140 1.778
H 7.500 -0.475 2.053
C 1.384 2.391 0.565
H 0.150 0.408 7.555
H -2.195 2.704 -2.747
C -1.995 -1.629 -3.049
C 6.444 -0.684 2.164
C -1.786 1.814 -2.256
C 1.306 -0.846 4.045
C 2.389 -3.832 3.901
C -0.060 -0.834 4.390
C 2.705 2.973 0.361
O -0.441 -2.588 -0.713
C -0.429 -4.784 -1.592
F 2.392 1.002 -1.987
P 3.105 1.083 -3.509
C 1.859 -3.291 2.733
N -1.942 -0.631 -2.268
C 1.841 -6.048 3.154
C -1.103 2.314 -0.010
H -2.447 -1.510 -4.048
C 4.189 0.081 2.492
H -0.476 -6.712 -2.479
C -1.535 -3.006 -2.791
F 1.884 0.173 -4.045
H 2.021 4.932 -2.290
C -1.154 -1.243 3.479
C -0.446 -0.380 5.647
C -1.517 -5.271 -3.696
C 0.279 2.829 -0.311
H 3.499 0.906 2.631
C 1.834 4.253 -1.470
C 2.897 3.885 -0.635
H 5.887 1.376 2.419
H -0.731 1.746 -2.546
C -0.797 -3.420 -1.647
H -3.568 0.669 -2.355
C 2.383 -5.200 4.114
C -1.868 -3.937 -3.780
H -1.346 2.273 1.051
H 6.657 -2.804 1.913
H 2.812 -3.177 4.656
C 0.479 0.062 6.584
H -1.405 -2.263 0.672
C 0.536 3.741 -1.295
N -0.841 -1.753 2.364
H 0.872 -6.165 1.242
O 1.189 1.495 1.395
C 5.971 -1.984 2.089
H 3.884 4.283 -0.829
C 2.215 -0.405 4.998
H -2.614 0.620 -3.853
H 0.159 -5.112 -0.746
C -2.552 0.598 -2.756
H 1.830 -7.118 3.319
N -2.008 1.946 -0.816
H -2.193 -1.052 3.741
C 3.695 -1.226 2.447
H -1.791 -5.970 -4.474
H 2.574 0.375 6.959
F 2.218 2.422 -3.787
H -2.424 -3.575 -4.639
H -1.502 -0.370 5.889
C 1.821 0.046 6.254
C 5.540 0.352 2.368
O -1.871 -2.019 1.517
H 0.872 -3.722 0.878
F 3.772 1.172 -4.952
C -0.785 -5.676 -2.580
C 4.615 -2.250 2.232
H 4.279 -3.276 2.167
F 3.939 -0.245 -3.148
P 1.866 -1.487 2.387
F 4.271 2.005 -2.866
H 3.511 2.607 0.981
H -0.251 4.071 -1.959
*
```

ΔE to the lowest compared entry with this formula, charge and spin: 48.34 kJ/mol
E_tot: -82831.8896 eV
HOMO (spin up / spin down): -4.800 / -4.800 eV
Gap between HOMO and LUMO (spin up / spin down): 6.8 / 4.7 eV

No. 2
The following is a DFT calculation (ωB97M-V with the def2-TZVPD basis set) of the molecule C3H5NO4 at a distorted geometry.

```
! RIJCOSX wB97M-V def2-TZVPD def2/J DEFGRID3
* xyz 0 1
H -0.350 2.683 0.204
C 2.132 -0.392 -0.020
C -0.826 1.726 -0.030
H -0.606 1.578 -1.098
O -0.270 0.759 0.840
O 2.171 0.574 -0.738
N -1.140 -1.204 -0.265
H 2.923 -0.926 0.443
O -2.321 -0.440 -0.334
C -0.242 -0.435 0.265
H -1.931 1.794 0.139
O 0.994 -1.029 0.418
H -3.039 -1.013 -0.611
*
```

ΔE to the lowest compared entry with this formula, charge and spin: 332.83 kJ/mol
E_tot: -12869.4256 eV
HOMO: -9.637 eV
Gap between HOMO and LUMO: 10.4 eV

No. 3
The following is a DFT calculation (ωB97M-V with the def2-TZVPD basis set) of a cluster of 2 separate species, C2H7N2O in total at a distorted geometry.

```
! RIJCOSX wB97M-V def2-TZVPD def2/J DEFGRID3
* xyz 1 1
N -0.048 0.280 0.161
N 1.448 -1.048 -1.008
H 0.349 0.866 2.070
C -0.206 0.105 1.513
C 0.401 -0.254 -0.900
H 1.803 -1.301 -1.919
H -0.093 0.047 -1.826
H 0.025 -0.924 1.827
H -2.277 2.137 -0.671
H 1.992 -1.341 -0.202
H -1.266 0.234 1.786
O -2.127 1.200 -0.832
*
```

ΔE to the lowest compared entry with this formula, charge and spin: 631.71 kJ/mol
E_tot: -7202.5977 eV
HOMO (spin up / spin down): -15.320 / -15.319 eV
Gap between HOMO and LUMO (spin up / spin down): 6.7 / 6.7 eV

No. 4
The following is a DFT calculation (ωB97M-V with the def2-TZVPD basis set) of the molecule C18H16Cl2N4.

```
! RIJCOSX wB97M-V def2-TZVPD def2/J DEFGRID3
* xyz 0 1
H -2.020 1.335 -3.312
N -1.899 0.460 -0.819
C -0.201 0.537 -4.108
C -1.137 0.744 -3.110
H -1.453 1.211 1.467
C -2.593 -0.670 -0.222
H -2.539 1.198 -1.082
N -1.843 0.426 3.306
C 3.448 0.503 -0.326
H 1.556 -1.724 1.267
N 2.521 2.172 1.669
H -2.116 -1.598 -0.554
H 1.190 0.723 2.173
Cl 4.153 4.109 1.157
C -1.923 0.386 1.987
H -0.352 0.963 -5.088
H 3.817 -0.146 -1.106
Cl -2.267 -0.439 5.706
C 3.500 2.544 0.873
C 2.410 0.088 0.503
C 1.116 -0.752 -2.573
C 1.693 -1.223 0.304
C 4.014 1.752 -0.146
C 1.989 0.977 1.488
C -3.095 -1.603 3.416
N 0.369 -1.024 -0.259
C -3.162 -1.640 2.036
C 0.206 -0.521 -1.547
H -3.547 -2.365 4.029
H 2.270 -1.884 -0.345
C -2.562 -0.630 1.286
C 0.915 -0.233 -3.840
C -2.410 -0.540 3.994
H 4.819 2.107 -0.768
H 1.999 -1.340 -2.384
C -0.962 0.212 -1.842
H -0.229 -0.531 0.393
H -3.676 -2.450 1.539
H 1.643 -0.423 -4.614
H -3.641 -0.713 -0.549
*
```

E_tot: -49931.3119 eV
HOMO: -7.880 eV
Gap between HOMO and LUMO: 8.5 eV

No. 5
The following is a DFT calculation (ωB97M-V with the def2-TZVPD basis set) of a structure of composition C18H36CaF12O18P2 at a distorted geometry.

```
! RIJCOSX wB97M-V def2-TZVPD def2/J DEFGRID3
* xyz 1 2
H -1.886 -1.331 5.410
H -2.415 2.438 -2.302
P -3.992 -0.662 -0.984
C -0.228 0.800 -3.588
F -3.924 -1.191 0.561
C 3.368 -0.147 -3.244
C -0.270 -3.022 -0.721
H 1.472 2.769 -3.499
C 4.786 -2.904 -0.602
C -1.202 -1.370 -3.874
O 3.838 -1.059 -2.274
C -0.694 4.731 1.798
O 3.561 -2.222 -0.327
H -2.012 -4.764 1.537
O -0.085 1.821 -4.456
H 3.805 -0.415 -4.205
P 2.658 3.325 -0.056
H 1.790 -4.772 -0.381
F 2.332 4.028 1.320
H 2.171 -4.850 -2.189
H -0.227 5.709 1.904
H 4.770 -3.897 -0.153
H 5.013 -3.033 -1.661
H -2.967 -4.260 0.092
Ca 0.081 0.405 -0.063
H -0.040 3.912 2.099
C 2.665 -2.660 2.773
C -3.024 3.219 -1.847
F 3.727 2.380 0.737
O 2.367 -1.511 3.479
F -5.494 -1.300 -1.000
H 5.683 -2.368 -0.293
F -2.473 -0.007 -0.826
H 3.248 -2.559 1.858
H -4.048 1.920 3.759
F -4.454 0.888 -0.611
O -1.687 -1.616 3.381
C -2.055 -4.107 0.668
H 3.669 0.869 -2.985
C 1.024 1.751 3.560
H -3.157 -2.256 4.689
H -3.750 2.746 -1.185
C 1.819 -0.519 2.899
O 0.748 -3.396 -1.514
O -1.274 2.523 0.224
H -1.433 4.569 2.583
H -2.092 -3.092 1.063
H -2.513 2.128 2.788
H 1.666 2.563 3.902
C 3.112 -1.165 -1.117
H 3.349 -3.200 3.428
O -0.489 -1.859 -0.370
H 0.745 1.918 2.520
O -0.022 0.740 -2.395
C 1.455 -4.603 -1.404
H 0.856 3.490 -5.012
F 1.645 4.253 -0.857
F 3.082 2.555 -1.461
C 0.579 2.987 -4.085
O -1.305 0.066 1.957
H 0.208 1.683 4.279
O 1.844 0.530 3.681
O -2.960 0.250 3.552
O -2.179 4.066 -1.207
H -1.901 -1.762 -4.613
H 1.791 -3.241 2.479
H 2.295 -0.227 -3.417
O 2.107 -0.412 -0.906
O -0.651 -0.193 -4.376
F -3.346 -2.041 -1.440
H 0.799 -5.474 -1.417
C -1.960 -0.391 2.854
H -3.540 3.735 -2.657
H -1.546 -1.232 -2.849
O 1.279 -0.499 1.777
F 1.471 2.198 0.152
C -1.602 3.678 -0.132
H -0.039 3.665 -3.497
F 3.746 4.426 -0.246
O -0.880 -4.128 -0.221
C -2.082 -2.086 4.648
H -1.625 -3.048 4.882
C -3.361 1.488 3.031
O -1.102 4.752 0.430
H -3.987 1.261 2.168
F -4.155 -0.194 -2.528
H -0.491 -2.195 -3.877
*
```

E_tot: -125735.5720 eV
HOMO (spin up / spin down): -13.342 / -13.300 eV
Gap between HOMO and LUMO (spin up / spin down): 10.5 / 2.8 eV

No. 6
The following is a DFT calculation (ωB97M-V with the def2-TZVPD basis set) of a structure of composition C36H27GeIrN4O2.

```
! RIJCOSX wB97M-V def2-TZVPD def2/J DEFGRID3
* xyz 2 1
H -4.491 -3.869 0.292
C -4.712 -0.066 -0.127
C -4.128 0.057 -1.372
C -3.658 -3.396 2.211
N -0.631 1.650 1.416
C 3.047 0.463 0.349
C -0.756 -0.217 -4.621
H -1.880 -1.995 -5.029
C -1.060 -2.048 -3.051
H -0.776 5.332 4.049
C 1.735 -2.453 0.164
C -0.489 2.914 1.724
H -2.569 -2.834 3.974
H 5.109 -0.009 0.621
C 4.834 1.710 -0.645
H 4.578 -3.264 -1.509
H 5.280 -3.883 0.780
C -0.258 -1.405 -2.116
C 0.517 5.456 2.298
C 0.940 4.904 1.146
C 3.900 -3.125 -0.676
H -2.281 0.456 -2.427
O -1.953 0.746 3.129
H -4.337 0.095 2.009
H -0.950 0.216 -5.592
C -3.936 0.161 1.007
H 3.703 -3.631 2.666
H 1.622 5.414 0.479
Ge 0.018 -1.627 -0.182
Ir 0.019 0.886 -0.311
H 0.487 1.404 -3.957
H 1.451 -2.743 2.286
H -4.498 -3.798 2.763
C -2.616 0.492 0.827
N -2.031 0.581 -0.389
C -1.479 -2.381 0.788
C 3.880 2.570 -1.186
C -0.470 4.811 3.151
C 1.505 3.344 -1.280
C 4.292 -3.478 0.608
O 1.594 4.197 -2.104
H -5.758 -0.322 -0.031
C -1.491 -2.359 2.184
H -1.662 3.097 3.565
C -1.284 -1.467 -4.295
N 0.392 3.097 -0.419
C -0.982 3.593 2.889
C -2.574 -2.858 2.892
C 0.332 3.661 0.742
H -0.656 -1.942 2.738
C -2.776 0.370 -1.471
C 0.039 0.450 -3.707
C -2.574 -2.925 0.116
H 1.143 0.230 -1.892
H -2.594 -2.961 -0.965
C 0.280 -0.154 -2.468
H 4.147 3.433 -1.780
C 2.629 -2.611 -0.897
H -1.492 -3.017 -2.838
H 2.333 -2.353 -1.908
C 3.406 -3.334 1.669
H 2.691 -0.369 0.937
H -4.700 -0.090 -2.277
H 5.887 1.874 -0.830
H 0.891 6.425 2.599
C 4.409 0.669 0.154
C 2.555 2.328 -0.917
N 2.125 1.260 -0.193
C 2.134 -2.827 1.447
C -3.655 -3.433 0.824
C -1.746 0.902 1.971
*
```

ΔE to the lowest compared entry with this formula, charge and spin: 0.00 kJ/mol
E_tot: -107166.3927 eV
HOMO: -13.920 eV
Gap between HOMO and LUMO: 5.9 eV

Look up the E_tot of the sixth one.
-107166.3927 eV